[1]
A molecular structure, C55H47Cl2N2O3P2SSeV. Source: OMol25; level of theory: ωB97M-V/def2-TZVPD.

The geometry in ORCA input format:
```
! wB97M-V def2-TZVPD RIJCOSX def2/J DEFGRID3
* xyz 1 4
V -0.1300 -1.1199 0.1376
O 0.6780 0.0162 3.2198
S 1.0492 0.2627 1.8095
C 0.9508 2.0361 1.5594
C 2.0941 2.7905 1.7004
C 2.0880 4.1931 1.8092
C 0.8840 4.8243 1.8577
C 0.5365 6.2740 2.0702
C -1.0097 6.3023 2.1649
C -1.4328 4.8715 1.9578
C -2.6611 4.2837 1.9961
C -2.7386 2.9111 1.7027
C -1.6469 2.1148 1.4117
P -2.0395 0.4819 0.7055
C -3.1824 -0.2287 1.9408
C -4.5628 -0.2198 1.7695
C -5.3898 -0.7552 2.7466
C -4.8429 -1.2954 3.8994
C -3.4663 -1.2941 4.0791
C -2.6356 -0.7672 3.1043
C -3.1320 0.8746 -0.7106
C -3.6818 -0.2198 -1.3812
C -4.5015 -0.0413 -2.4821
C -4.7927 1.2412 -2.9272
C -4.2527 2.3339 -2.2692
C -3.4203 2.1544 -1.1715
C -0.3386 2.6726 1.5355
C -0.2970 4.0636 1.7507
C 2.8237 0.0259 1.6855
C 3.4312 -0.1577 2.9032
C 4.8298 -0.3014 3.0424
C 5.5924 -0.2256 1.9162
C 7.0858 -0.3017 1.7246
C 7.3068 -0.0804 0.2062
C 5.9218 0.0753 -0.3671
C 5.4952 0.2970 -1.6439
C 4.1085 0.3669 -1.8767
C 3.1509 0.2619 -0.8863
P 1.3997 0.2054 -1.4075
C 1.5052 -0.5202 -3.0761
C 1.4249 0.2587 -4.2270
C 1.5277 -0.3321 -5.4793
C 1.7157 -1.7000 -5.5915
C 1.8074 -2.4819 -4.4468
C 1.7028 -1.8942 -3.1990
C 0.9330 1.9335 -1.7385
C 1.8014 3.0007 -1.5334
C 1.4002 4.2952 -1.8279
C 0.1395 4.5266 -2.3577
C -0.7243 3.4626 -2.5798
C -0.3380 2.1709 -2.2572
C 3.5808 0.0851 0.4681
C 4.9669 -0.0243 0.6644
H 3.0546 2.3018 1.7616
H 3.0251 4.7258 1.9032
H 1.0071 6.6541 2.9775
H 0.9037 6.8850 1.2442
H -1.3476 6.6729 3.1331
H -1.4520 6.9499 1.4068
H -3.5625 4.8421 2.2109
H -3.7239 2.4607 1.6615
H -5.0003 0.1945 0.8707
H -6.4621 -0.7480 2.6039
H -5.4886 -1.7140 4.6598
H -3.0364 -1.7082 4.9819
H -1.5658 -0.7666 3.2583
H -3.4725 -1.2219 -1.0359
H -4.8984 -0.9056 -2.9960
H -5.4337 1.3853 -3.7861
H -4.4753 3.3370 -2.6103
H -2.9867 3.0234 -0.6967
H 2.7954 -0.1737 3.7805
H 5.2609 -0.4472 4.0238
H 7.5940 0.4525 2.3259
H 7.4657 -1.2711 2.0493
H 7.9085 0.8078 0.0102
H 7.8267 -0.9204 -0.2553
H 6.1843 0.3938 -2.4721
H 3.7772 0.4891 -2.9006
H 1.2793 1.3288 -4.1554
H 1.4562 0.2816 -6.3671
H 1.7838 -2.1600 -6.5677
H 1.9437 -3.5516 -4.5278
H 1.7592 -2.5224 -2.3168
H 2.7945 2.8248 -1.1422
H 2.0798 5.1198 -1.6552
H -0.1684 5.5340 -2.6054
H -1.7040 3.6346 -3.0043
H -1.0198 1.3440 -2.4325
Cl 1.9060 -2.9304 0.3430
C 2.4024 -3.4134 2.0038
Cl 1.0558 -3.7142 3.0736
H 3.0042 -2.6011 2.3938
H 2.9757 -4.3237 1.8713
Se -2.2288 -3.0820 -4.0043
C -1.4942 -2.3761 -2.5528
N -0.9797 -1.9319 -1.6031
O -3.3386 -3.0686 0.5225
C -2.0763 -3.3813 0.5224
O -1.2271 -2.6960 1.0881
C -1.7700 -4.7047 -0.1621
N -2.9928 -5.1302 -0.8560
C -3.2825 -6.5278 -0.5021
C -2.7562 -6.6242 0.9223
C -1.4539 -5.8259 0.8505
H -0.9315 -4.5130 -0.8344
H -2.9574 -4.9492 -1.8554
H -3.7357 -3.8121 -0.0420
H -2.7512 -7.2259 -1.1581
H -4.3505 -6.7242 -0.5834
H -2.6013 -7.6513 1.2460
H -3.4584 -6.1534 1.6137
H -0.6496 -6.4467 0.4547
H -1.1250 -5.4326 1.8109
*
```

For the HOMO energy (spin up / spin down), the calculation gives -9.707 / -9.893 eV. The energy above the lowest of the compared OMol25 structures with the same formula, charge and spin comes out at 0.0 kcal per mole. Its strongest force on any atom is 0.51 eV/A.

[2]
A molecular structure, C55H48AuBrGeN2P2. Source: OMol25; level of theory: ωB97M-V/def2-TZVPD.

The geometry in ORCA input format:
```
! wB97M-V def2-TZVPD RIJCOSX def2/J DEFGRID3
* xyz 1 2
Au -0.2367 -0.4179 0.7735
C 0.3929 -1.9992 -2.1329
N 1.1658 -0.8322 -2.5236
C 2.4024 -0.5713 -1.8082
P 2.2188 -0.4897 0.0347
C 2.9937 -2.0448 0.5968
C 4.3755 -2.2252 0.5939
C 4.9220 -3.4331 0.9899
C 4.0956 -4.4750 1.3903
C 2.7203 -4.3054 1.3941
C 2.1745 -3.0922 1.0044
C 3.4304 0.7893 0.4924
C 4.5040 1.1610 -0.3123
C 5.3875 2.1432 0.1087
C 5.2111 2.7611 1.3368
C 4.1392 2.4037 2.1423
C 3.2540 1.4295 1.7162
C 1.3528 -0.6840 -3.9387
C 1.1856 0.5698 -4.5058
C 1.3949 0.7492 -5.8643
C 1.7642 -0.3229 -6.6617
C 1.9392 -1.5762 -6.0943
C 1.7437 -1.7559 -4.7344
P -1.1236 -1.3857 -1.2609
C -1.8477 -0.2881 -2.5076
C -2.6570 -0.7850 -3.5262
C -3.1461 0.0691 -4.5010
C -2.8336 1.4210 -4.4632
C -2.0255 1.9194 -3.4525
C -1.5298 1.0658 -2.4812
C -2.2621 -2.7869 -1.1729
C -3.5459 -2.5458 -0.6828
C -4.4446 -3.5864 -0.5454
C -4.0667 -4.8807 -0.8844
C -2.7907 -5.1272 -1.3640
C -1.8883 -4.0828 -1.5101
H 0.9504 -2.6789 -1.4781
H 0.0845 -2.5651 -3.0176
H 2.7424 0.4197 -2.1328
H 3.1974 -1.2989 -2.0495
H 5.0309 -1.4171 0.2966
H 5.9940 -3.5624 0.9885
H 4.5261 -5.4153 1.7010
H 2.0706 -5.1123 1.7021
H 1.0971 -2.9621 1.0096
H 4.6670 0.6895 -1.2720
H 6.2167 2.4229 -0.5254
H 5.9009 3.5268 1.6601
H 3.9818 2.8951 3.0925
H 2.3915 1.1918 2.3189
H 0.8847 1.3951 -3.8769
H 1.2573 1.7275 -6.3015
H 1.9184 -0.1830 -7.7217
H 2.2358 -2.4134 -6.7094
H 1.8954 -2.7323 -4.2924
H -2.9109 -1.8353 -3.5591
H -3.7747 -0.3208 -5.2877
H -3.2229 2.0855 -5.2218
H -1.7789 2.9723 -3.4151
H -0.8921 1.4538 -1.6949
H -3.8359 -1.5409 -0.3986
H -5.4378 -3.3921 -0.1658
H -4.7691 -5.6944 -0.7766
H -2.4944 -6.1319 -1.6288
H -0.8952 -4.2946 -1.8809
C -6.0236 1.4272 1.5001
C -5.3066 1.0052 0.3898
C -3.9257 1.1096 0.3785
C -3.2370 1.6385 1.4705
C -3.9713 2.0668 2.5751
C -5.3551 1.9612 2.5892
Ge -1.2939 1.8044 1.4029
C -0.5719 2.2621 3.1566
C -1.0447 1.6219 4.3033
C -0.5380 1.9384 5.5528
C 0.4701 2.8843 5.6714
C 0.9602 3.5181 4.5395
C 0.4402 3.2119 3.2903
C -0.7720 3.1240 0.0659
C 0.5442 3.2133 -0.3852
C 0.9074 4.1552 -1.3346
C -0.0465 5.0233 -1.8463
C -1.3589 4.9449 -1.4067
C -1.7221 3.9966 -0.4608
H -7.1014 1.3482 1.5117
H -5.8249 0.6011 -0.4692
H -3.3799 0.7826 -0.4977
H -3.4686 2.5083 3.4251
H -5.9115 2.3041 3.4502
H -1.8146 0.8638 4.2194
H -0.9244 1.4450 6.4337
H 0.8674 3.1327 6.6453
H 1.7371 4.2646 4.6314
H 0.8184 3.7265 2.4158
H 1.2975 2.5420 0.0062
H 1.9333 4.2126 -1.6728
H 0.2334 5.7618 -2.5846
H -2.1027 5.6233 -1.8008
H -2.7525 3.9369 -0.1330
Br -1.7366 -3.3961 2.0981
C -0.5675 -2.6098 3.3513
C -0.3495 -3.2477 4.5633
C 0.5301 -2.6583 5.4506
C 1.1404 -1.4635 5.0988
C 0.8426 -0.9072 3.8705
N 0.0031 -1.4686 2.9965
H -0.8525 -4.1745 4.7887
H 0.7294 -3.1242 6.4063
H 1.8267 -0.9620 5.7628
H 1.2714 0.0339 3.5719
*
```

For the HOMO energy (spin up / spin down), the calculation gives -9.479 / -10.267 eV. Its strongest force on any atom is 0.53 eV/A.